Density functional theory data (the ωB97M-V functional and the def2-TZVPD basis) for 5 unconnected molecules or ions with the total composition C16H21N5 at a distorted geometry.

Structure (XYZ):
```
42
Properties=species:S:1:pos:R:3:forces:R:3:mulliken_charge:R:1
C 3.3659 -1.6165 5.5426 1.640 0.089 1.651 -0.330
C 3.1887 -0.3469 5.1074 -3.280 3.300 -2.102 -0.442
C 1.9992 -0.3450 4.2463 3.435 0.819 0.811 -0.389
N 1.7077 -1.6544 4.0804 -1.233 0.601 0.031 0.059
C 2.4333 -2.3588 4.9531 -0.356 -4.105 -0.257 -0.537
H 4.1143 -1.8341 6.2901 -0.220 -0.628 -0.100 0.373
H 3.7128 0.5334 5.4491 -0.087 0.012 -0.129 0.372
H 1.5117 0.4479 3.6984 0.167 -0.154 -0.032 0.316
H 1.1044 -2.0431 3.3698 -0.085 0.106 0.465 0.215
H 2.2388 -3.4066 5.1279 0.016 -0.045 -0.342 0.366
C 1.6935 1.2629 0.3217 -0.055 0.221 -2.361 -0.540
C 2.3013 2.0067 -0.7531 0.428 0.904 0.745 -0.735
C 2.2090 1.3154 -1.9734 -0.064 2.104 1.699 -0.372
N 1.4482 0.2871 -1.6656 -1.231 -3.093 0.468 0.259
C 1.1610 0.1699 -0.3381 -0.269 0.516 0.763 -0.770
H 1.5714 1.6127 1.3362 0.087 -0.278 -0.082 0.374
H 2.5954 3.0200 -0.5227 0.708 -0.022 -0.589 0.374
H 2.4904 1.4805 -3.0029 0.131 0.306 0.282 0.391
H 1.2026 -0.4640 -2.2944 0.248 0.114 -0.076 0.371
H 0.5339 -0.6131 0.0620 0.231 -0.249 -0.268 0.726
C -3.8671 -0.2838 0.9906 1.679 -0.673 -0.012 -0.513
C -4.4345 -0.0111 -0.2658 0.877 0.269 -0.810 -0.583
C -3.3795 0.0616 -1.1787 -0.801 -0.553 0.183 -0.478
N -2.2287 -0.3367 -0.5330 -0.297 1.514 -0.822 0.154
C -2.4740 -0.4472 0.7825 -1.703 -0.025 1.550 -0.491
H -4.4154 -0.4400 1.9079 0.229 0.120 0.036 0.413
H -5.4889 0.0978 -0.4726 0.146 0.202 -0.094 0.428
H -3.3266 0.4203 -2.1960 -0.201 -0.465 0.069 0.428
H -1.3161 -0.1353 -0.9159 -0.045 -0.179 0.022 0.247
H -1.6684 -0.5137 1.4987 -0.104 -0.328 -0.053 0.414
C -1.2156 2.9457 -1.1990 -1.032 -1.174 -1.766 -0.737
C -1.2767 1.9606 -2.3646 0.610 -2.243 -3.013 0.445
N -1.2739 1.2567 -3.3351 -0.067 3.115 4.368 -0.531
H -0.2641 2.8946 -0.6697 -0.020 0.179 -0.356 0.195
H -2.0539 2.7528 -0.5296 0.089 -0.293 0.075 0.239
H -1.4808 3.8620 -1.7264 0.600 0.479 0.466 0.380
C -0.8418 -1.9384 -5.1635 2.468 0.327 1.365 -0.699
C 0.3592 -1.8957 -4.1283 2.603 -0.139 2.529 0.408
N 1.2532 -1.9136 -3.3104 -4.957 -0.341 -4.867 -0.621
H -1.2695 -2.9367 -5.0718 -0.310 0.363 -0.010 0.280
H -0.4359 -1.7793 -6.1625 0.221 -0.293 0.082 0.305
H -1.4845 -1.0750 -4.9913 -0.195 -0.379 0.481 0.236
```
Forces are in eV/Å.

As for the structure (SMILES): c1cc[nH]c1.c1cc[nH]c1.c1cc[nH]c1.CC#N.CC#N. For the HOMO energy, the calculation gives -7.9 eV.

Density functional theory data (the ωB97M-V functional and the def2-TZVPD basis) for a molecular structure, C37H22Br2Cl5F8P2RuSi at a distorted geometry.

Structure (XYZ):
```
78
Properties=species:S:1:pos:R:3:forces:R:3:mulliken_spin:R:1
Ru -0.5160 -0.8590 0.1523 0.655 0.763 0.162 0.736
F -0.1756 2.8037 6.2311 0.005 -0.019 -0.019 0.000
C 0.1593 1.9676 5.2743 -0.002 0.022 0.034 -0.002
C 1.2516 1.1252 5.4355 0.009 0.006 0.014 0.002
F 1.9524 1.1703 6.5485 -0.006 -0.005 -0.018 0.000
C 1.6038 0.2456 4.4209 -0.033 0.008 0.020 0.000
F 2.6707 -0.5209 4.5994 0.002 0.004 -0.006 0.000
C 0.8657 0.1722 3.2472 -0.060 -0.040 -0.007 -0.017
P 1.2965 -0.9122 1.8583 -0.038 -0.254 -0.066 0.099
C 2.7855 -0.1214 1.2109 -0.024 0.018 -0.022 0.000
C 4.0636 -0.4890 1.6232 0.022 -0.006 0.027 0.004
C 5.1654 0.1993 1.1345 0.000 0.006 -0.002 0.000
C 4.9974 1.2566 0.2518 -0.013 0.002 -0.001 0.001
C 3.7208 1.6393 -0.1439 0.014 -0.001 0.000 0.003
C 2.6176 0.9515 0.3334 -0.019 -0.005 -0.013 -0.001
C 1.6790 -2.5013 2.6120 0.036 0.039 0.020 -0.002
C 0.9322 -2.8980 3.7233 -0.030 -0.006 0.018 0.003
C 1.1280 -4.1486 4.2827 0.020 0.011 -0.010 -0.001
C 2.0644 -5.0152 3.7339 -0.001 0.011 -0.007 0.003
C 2.8022 -4.6292 2.6241 0.004 -0.013 0.019 -0.001
C 2.6111 -3.3780 2.0580 0.011 0.009 -0.055 0.004
C -0.1993 1.0390 3.1120 0.088 -0.005 0.082 0.007
Br -1.1511 1.1081 1.4763 -0.081 0.300 0.120 -0.004
C -0.5699 1.9330 4.0932 0.024 0.007 0.005 -0.001
F -1.5942 2.7574 3.9208 -0.002 -0.011 -0.023 0.001
H 4.2069 -1.2943 2.3305 -0.005 0.003 -0.004 0.000
H 6.1580 -0.0873 1.4543 0.002 -0.002 0.002 0.000
H 5.8613 1.7920 -0.1185 0.002 0.000 -0.002 0.000
H 3.5840 2.4766 -0.8159 0.001 -0.001 -0.006 0.000
H 1.6252 1.2647 0.0233 0.011 -0.009 0.002 0.005
H 0.1922 -2.2364 4.1585 0.000 0.014 -0.008 0.001
H 0.5533 -4.4454 5.1493 -0.002 0.000 0.002 0.000
H 2.2214 -5.9903 4.1747 -0.001 -0.003 -0.002 0.000
H 3.5360 -5.3005 2.1992 -0.002 -0.003 -0.003 0.000
H 3.1969 -3.0958 1.1940 -0.018 0.012 -0.003 0.001
F -4.6634 -1.9985 -6.0754 0.015 0.008 0.021 0.000
C -3.9905 -1.4535 -5.0868 -0.017 0.002 -0.020 0.002
C -4.1205 -0.1023 -4.8151 -0.001 -0.020 -0.006 0.003
F -4.9181 0.6492 -5.5487 0.010 0.000 0.013 0.000
C -3.4005 0.4555 -3.7716 -0.022 -0.004 -0.029 0.009
F -3.5515 1.7643 -3.5733 0.000 0.000 -0.050 0.001
C -2.5524 -0.2979 -2.9630 -0.024 0.092 -0.007 -0.007
P -1.6430 0.5376 -1.6137 -0.365 -0.243 -0.114 0.123
C -0.4201 1.5467 -2.4836 0.095 -0.036 0.026 -0.049
C -0.7248 2.7599 -3.1052 -0.035 -0.002 -0.001 -0.005
C 0.2458 3.4166 -3.8448 -0.001 -0.016 0.007 0.000
C 1.5137 2.8678 -3.9870 0.012 -0.009 -0.005 -0.001
C 1.8168 1.6544 -3.3866 0.008 0.024 -0.008 0.002
C 0.8532 1.0005 -2.6360 -0.007 0.027 0.043 0.030
C -2.9142 1.6180 -0.8939 -0.009 0.002 -0.087 -0.027
C -4.1942 1.0878 -0.7225 -0.024 0.036 0.075 0.004
C -5.1873 1.8406 -0.1196 0.003 0.025 0.008 0.000
C -4.9149 3.1329 0.3133 -0.007 -0.022 -0.011 0.000
C -3.6478 3.6683 0.1408 0.008 -0.001 -0.010 -0.001
C -2.6478 2.9164 -0.4606 0.027 0.000 -0.023 0.006
C -2.4258 -1.6501 -3.2759 -0.011 -0.036 0.009 -0.024
Br -1.2440 -2.7658 -2.3405 0.066 -0.082 -0.106 0.042
C -3.1333 -2.2249 -4.3143 -0.016 0.000 -0.016 0.002
F -3.0033 -3.5113 -4.5991 0.010 0.017 0.019 0.000
H -1.7152 3.1841 -3.0393 -0.025 0.027 0.067 0.000
H 0.0055 4.3556 -4.3246 -0.001 0.003 0.002 0.000
H 2.2611 3.3833 -4.5751 0.004 -0.001 0.001 0.000
H 2.8014 1.2210 -3.5088 0.004 0.014 -0.002 0.000
H 1.0830 0.0524 -2.1673 -0.017 0.034 -0.017 0.003
H -4.4289 0.0966 -1.0849 -0.010 -0.039 0.006 -0.001
H -6.1792 1.4255 -0.0013 0.002 -0.002 -0.001 0.000
H -5.6948 3.7243 0.7733 0.004 0.000 0.009 0.000
H -3.4341 4.6758 0.4711 0.003 0.006 -0.011 0.000
H -1.6612 3.3462 -0.5726 0.038 0.019 -0.073 -0.001
Cl -0.8274 -3.3238 0.9243 -0.200 -0.144 0.027 0.076
Si -2.3155 -1.8390 1.0684 -0.049 -0.371 0.105 -0.024
Cl -2.7400 -1.5215 3.0174 -0.077 -0.020 -0.041 -0.003
Cl -3.9698 -2.3995 0.0808 -0.063 0.033 0.010 0.001
Cl 1.7742 -2.1934 -1.0487 0.072 -0.188 -0.134 0.000
C 2.8865 -1.7245 -2.4033 -0.002 0.016 0.106 -0.001
Cl 4.1318 -2.9228 -2.6015 0.009 0.006 -0.005 0.000
H 3.3208 -0.7732 -2.1122 0.003 -0.002 -0.020 0.000
H 2.2737 -1.6580 -3.2957 0.022 -0.006 -0.008 0.000
```
Forces are in eV/Å.

As for the multiplicity: 2. Its charge is +2. For the HOMO energy (spin up / spin down), the calculation gives -14.0 / -14.3 eV.

Density functional theory data (the ωB97M-V functional and the def2-TZVPD basis) for a molecular structure, C15H24Cl2HfNO2P at a distorted geometry.

Structure (XYZ):
```
46
Properties=species:S:1:pos:R:3:forces:R:3:mulliken_charge:R:1
C 4.8683 -0.4038 -1.4045 -0.261 0.139 0.534 -0.854
C 3.8684 -0.2967 -2.3708 -0.713 0.145 -0.224 -0.877
C 2.4988 -0.1775 -2.0223 1.385 -0.072 -1.540 1.082
C 2.1178 -0.2451 -0.6769 -2.417 0.619 1.031 0.539
C 3.1051 -0.4191 0.3001 1.735 -0.252 -0.159 0.518
C 4.4633 -0.4798 -0.0663 -0.414 0.012 0.764 -0.715
C 1.5165 0.1311 -3.1576 -0.039 -0.222 -0.468 -0.795
C 0.1781 -0.6584 -3.2266 -0.038 -0.034 0.097 -0.354
N -0.2953 -1.3499 -1.9701 -0.480 -0.050 0.755 0.169
Hf -0.1987 0.1134 -0.2174 -1.186 1.952 -6.091 0.562
C 2.7312 -0.4659 1.7559 -0.876 0.585 -0.505 -1.254
P 0.9084 -0.9668 1.9095 3.853 -1.476 2.153 0.889
H 4.1642 -0.3078 -3.4191 -0.176 0.214 0.171 0.426
H 5.1943 -0.6055 0.7352 -0.034 0.100 -0.349 0.463
H 5.9444 -0.3842 -1.6573 -0.831 -0.251 0.057 0.403
H 2.7754 0.5613 2.1580 0.083 -0.315 0.067 0.487
H 3.3685 -1.0995 2.4034 -0.545 0.010 -0.388 0.698
H 1.3176 1.2324 -3.2060 0.101 -0.792 0.226 0.343
H 1.9708 -0.1238 -4.1377 0.117 0.428 0.672 0.428
H -0.6275 0.0459 -3.5227 0.544 -0.747 0.074 -0.174
C 0.8547 -0.7768 3.7157 -1.674 1.151 0.283 -1.049
C 1.0241 -2.8202 1.8748 -0.692 -0.890 -1.183 -1.245
H 0.2614 -1.4853 -3.9552 -0.105 0.477 0.064 0.466
C 0.4157 -2.6292 -1.7055 0.330 -0.402 -0.178 -0.975
C -1.7250 -1.7306 -2.2088 -0.607 0.003 -0.263 -0.982
H 0.5308 0.8840 1.2040 0.908 -1.039 2.520 0.125
H 0.2661 -3.2830 -2.5811 -0.016 0.022 0.400 0.510
H 1.4861 -2.4764 -1.5672 -0.178 0.065 -0.103 0.388
H 0.0133 -3.1080 -0.7921 0.026 0.209 -0.625 0.267
H -1.7533 -2.4210 -3.0785 -0.126 0.348 0.525 0.459
H -2.1862 -2.2151 -1.3301 0.435 0.044 -0.335 0.362
H -2.3235 -0.8400 -2.4385 0.219 -0.188 -0.031 0.332
H 1.6084 -3.2480 2.7143 -0.325 0.785 -0.216 0.410
H 0.0315 -3.3004 1.8520 0.158 0.387 0.401 0.462
H 1.4788 -3.2078 0.9527 0.180 0.499 0.129 0.354
H 1.7033 -1.3174 4.1662 -0.417 -0.004 -0.513 0.452
H 0.9300 0.2797 3.9663 0.160 0.110 0.038 0.432
H -0.1143 -1.0882 4.1203 0.306 -0.269 0.080 0.407
H -0.8324 -1.1687 0.8466 0.573 -0.871 1.786 -0.017
Cl -1.2402 4.1464 -1.4747 -0.489 -0.353 -0.393 -0.107
C -2.5464 3.0383 -2.0090 -0.065 -0.250 0.042 0.124
Cl -2.0472 2.0417 -3.4335 -0.200 0.596 0.371 -0.087
C -2.8137 2.0947 -0.8160 -2.251 1.183 0.670 0.331
O -3.8364 2.2102 -0.1658 2.475 -0.759 -1.204 -0.453
O -1.8105 1.2218 -0.5543 0.586 -0.407 0.449 -1.347
H -3.4719 3.5961 -2.2968 0.981 -0.440 0.410 0.395
```
Forces are in eV/Å.

Its charge is +2. For the HOMO energy (spin up / spin down), the calculation gives -15.5 / -15.5 eV.

Respective E_tot values: -24379.801, -292188.757, -57150.366 eV.
Respective relative energy (zero: lowest compared OMol25 entry of this formula, charge and spin) values: 54.81, 24.54, 0.00 kcal per mole.